(1)
Here is 2 unconnected molecules or ions with the total composition C3H2N4 from the Open Molecules 2025 dataset. Energies are from ωB97M-V/def2-TZVPD.

Each line ends with the natural charge from an NBO analysis.
Positions of all 9 atoms, in Å:
N  3.10  -0.26  0.27  -0.224
C  1.98  -0.20  -0.08  0.150
C  0.70  0.00  -0.58  -0.050
C  -0.48  -0.61  -0.33  0.076
N  -1.68  -0.60  0.06  -0.633
N  -1.25  2.25  1.05  0.036
N  -0.16  2.22  0.86  -0.024
H  0.03  -1.40  -1.04  0.293
H  -2.25  -1.40  -0.22  0.376

**Relative energy (zero: lowest compared OMol25 entry of this formula, charge and spin)**: 283.9 kJ/mol
**Kohn-Sham gap**: 0.2983 hartree
**HOMO level**: -9.74 eV
**E**: -9099.94893 eV


(2)
Here is 2 unconnected molecules or ions with the total composition CH4N2O2S from the Open Molecules 2025 dataset. Energies are from ωB97M-V/def2-TZVPD.

Each line ends with the natural charge from an NBO analysis.
Positions of all 10 atoms, in Å:
C  -0.39  -0.67  0.23  -0.058
N  0.56  -1.25  -0.57  -0.781
N  -0.33  1.35  -0.38  0.433
O  -0.03  2.26  0.33  -0.376
O  -0.84  1.36  -1.50  -0.448
S  0.14  -0.60  1.88  -0.021
H  -1.48  -0.84  -0.01  0.246
H  0.29  -1.18  -1.51  0.391
H  1.65  -1.17  -0.45  0.421
H  0.43  0.75  1.97  0.192

**Relative energy (zero: lowest compared OMol25 entry of this formula, charge and spin)**: 385.0 kJ/mol
**Kohn-Sham gap (alpha / beta)**: 0.3195 / 0.3195 hartree
**HOMO level (alpha / beta)**: -8.84 / -8.84 eV
**E**: -19007.93357 eV


(3)
Here is 3 unconnected molecules or ions with the total composition C4H10N2O2 from the Open Molecules 2025 dataset. Energies are from ωB97M-V/def2-TZVPD.

Each line ends with the natural charge from an NBO analysis.
Positions of all 18 atoms, in Å:
C  0.47  0.14  -1.98  0.017
C  0.57  -0.04  -0.41  -0.403
C  -0.59  -0.90  0.01  -0.275
N  -1.86  -0.36  -0.41  -0.672
N  -0.58  0.39  -2.50  -0.061
C  1.33  -0.80  2.60  0.616
O  1.42  -1.86  1.95  -0.756
O  1.06  0.34  2.14  -0.737
H  1.38  -0.01  -2.57  0.322
H  -0.78  4.01  -0.46  0.022
H  0.54  0.92  0.09  0.311
H  1.50  -0.54  -0.16  0.302
H  -0.45  -1.92  -0.36  0.203
H  -0.53  -0.92  1.10  0.341
H  -1.73  0.13  -1.35  0.347
H  -2.54  -1.08  -0.63  0.376
H  1.48  -0.86  3.70  0.070
H  -0.69  3.34  -0.77  -0.022

**Relative energy (zero: lowest compared OMol25 entry of this formula, charge and spin)**: 771.9 kJ/mol
**Kohn-Sham gap**: 0.1545 hartree
**HOMO level**: -8.44 eV
**E**: -11378.90288 eV


(4)
Here is a molecular structure, C5H15InNO5S from the Open Molecules 2025 dataset. Energies are from ωB97M-V/def2-TZVPD.

Each line ends with the Löwdin charge.
Positions of all 28 atoms, in Å:
N  0.01  -2.74  -3.64  -0.028
C  -1.06  -1.99  -2.93  -0.244
C  -0.50  -0.79  -2.12  -0.478
O  -0.64  -1.10  -0.70  -0.126
C  -1.26  0.50  -2.43  -0.319
In  -0.97  2.21  -0.99  0.202
H  0.53  -2.09  -4.22  0.053
H  -0.45  -3.36  -4.30  0.046
H  -1.54  -2.69  -2.25  0.104
H  -1.79  -1.61  -3.64  0.096
H  0.57  -0.67  -2.30  0.123
H  -0.28  -1.99  -0.62  0.066
H  -1.01  0.79  -3.45  0.028
H  -2.33  0.24  -2.40  0.025
H  -1.07  1.69  0.73  -0.143
H  0.60  3.06  -1.24  -0.169
H  -2.25  3.42  -1.38  -0.167
C  1.75  0.05  2.63  -0.164
C  0.53  -0.25  3.47  -0.164
O  0.67  0.61  4.61  -0.201
S  1.37  1.99  4.15  0.595
O  0.36  2.96  3.91  -0.218
O  2.46  2.25  5.03  -0.243
O  1.92  1.46  2.74  -0.189
H  2.65  -0.44  3.03  0.128
H  1.61  -0.22  1.59  0.133
H  0.50  -1.29  3.80  0.129
H  -0.39  0.00  2.93  0.124

**Kohn-Sham gap**: 0.2739 hartree
**HOMO level**: -4.63 eV
**E**: -33162.40786 eV
**Net charge**: -1


(5)
Here is C5H7N3 in the gas phase from the Open Molecules 2025 dataset. Energies are from ωB97M-V/def2-TZVPD.

Each line ends with the natural charge from an NBO analysis.
Positions of all 15 atoms, in Å:
C  -1.37  1.49  -1.51  -0.392
C  -0.69  0.56  -0.81  0.117
C  -1.03  -1.34  0.62  0.243
C  2.02  0.27  0.27  -0.223
C  0.57  0.62  0.00  -0.162
H  -0.74  2.18  -2.18  0.192
H  -2.42  1.51  -1.73  0.217
H  -2.01  -2.03  0.88  0.221
H  0.50  -2.30  1.77  0.409
H  2.52  0.60  1.24  0.219
H  2.61  0.50  -0.60  0.222
H  0.16  0.72  1.06  0.209
N  -1.48  -0.51  -0.34  -0.496
N  0.25  -1.39  1.24  -0.520
N  1.11  -0.87  0.11  -0.256

**Relative energy (zero: lowest compared OMol25 entry of this formula, charge and spin)**: 650.2 kJ/mol
**Kohn-Sham gap**: 0.3342 hartree
**HOMO level**: -8.21 eV
**E**: -9762.64883 eV


(6)
Here is a molecular structure, C3H2FLiO3Sn from the Open Molecules 2025 dataset. Energies are from ωB97M-V/def2-TZVPD.

Each line ends with the Löwdin spin population.
Positions of all 11 atoms, in Å:
O  -1.85  -0.23  0.55  0.020
C  -1.16  -0.97  -0.14  0.033
C  0.78  0.48  -0.26  0.001
O  0.29  -0.76  -0.15  0.010
O  -1.47  -1.83  -0.97  0.122
C  1.39  1.20  0.68  0.000
Li  -1.45  0.92  1.94  0.001
F  0.53  0.99  -1.47  0.007
H  1.72  2.21  0.46  0.000
H  1.61  0.73  1.64  0.000
Sn  -0.39  -2.75  -2.29  0.805

**Relative energy (zero: lowest compared OMol25 entry of this formula, charge and spin)**: 41.9 kJ/mol
**Kohn-Sham gap (alpha / beta)**: 0.2144 / 0.3563 hartree
**HOMO level (alpha / beta)**: -10.29 / -14.01 eV
**E**: -18033.03234 eV
**Spin multiplicity**: 2
**Net charge**: +1


Repeat the fifth record exactly.
Here is C5H7N3 in the gas phase from the Open Molecules 2025 dataset. Energies are from ωB97M-V/def2-TZVPD.

Each line ends with the natural charge from an NBO analysis.
Positions of all 15 atoms, in Å:
C  -1.37  1.49  -1.51  -0.392
C  -0.69  0.56  -0.81  0.117
C  -1.03  -1.34  0.62  0.243
C  2.02  0.27  0.27  -0.223
C  0.57  0.62  0.00  -0.162
H  -0.74  2.18  -2.18  0.192
H  -2.42  1.51  -1.73  0.217
H  -2.01  -2.03  0.88  0.221
H  0.50  -2.30  1.77  0.409
H  2.52  0.60  1.24  0.219
H  2.61  0.50  -0.60  0.222
H  0.16  0.72  1.06  0.209
N  -1.48  -0.51  -0.34  -0.496
N  0.25  -1.39  1.24  -0.520
N  1.11  -0.87  0.11  -0.256

**Relative energy (zero: lowest compared OMol25 entry of this formula, charge and spin)**: 650.2 kJ/mol
**Kohn-Sham gap**: 0.3342 hartree
**HOMO level**: -8.21 eV
**E**: -9762.64883 eV


Q: E of number 5 (C5H7N3)?
A: -9762.64883 eV